Below is C2H2O2Tl as an isolated structure, with properties calculated with ωB97M-V/def2-TZVPD.

## Properties
E_LUMO = 3.4 eV
energy relative to the best compared isomer or geometry (same formula, charge and spin) = 0.000 eV
HOMO-LUMO gap = 6.351 eV
total charge = -1
HOMO energy = -2.98 eV

```
7
Properties=species:S:1:pos:R:3:mulliken_charge:R:1
O -1.3075 0.8926 -0.0706 -0.3849
C -0.4199 -0.0944 0.3796 -0.1709
C 0.8402 -0.2419 0.0972 0.1338
O 1.8197 -0.1094 -0.6284 -0.5386
H -0.7923 1.6075 -0.4647 0.2386
Tl -1.3519 -2.3316 -0.3856 -0.0382
H 0.8268 -2.5876 -0.0677 -0.2399
```